# 1
A molecular structure, C36H27F3IrN2O3S2Si at a distorted geometry, computed with ωB97M-V/def2-TZVPD.

The geometry in XYZ format:
```
75
Properties=species:S:1:pos:R:3:lowdin_charge:R:1
Ir -0.612 -2.141 1.698 1.250
C 1.045 -4.310 1.552 -0.107
C 1.976 -3.308 1.236 -0.102
C 1.928 -2.327 2.235 -0.125
C 0.944 -2.708 3.201 -0.261
C 0.404 -3.958 2.767 -0.232
H 0.868 -5.209 0.988 0.114
H 2.601 -3.281 0.363 0.115
H 2.571 -1.468 2.299 0.096
H 0.840 -2.287 4.191 0.111
H -0.222 -4.615 3.346 0.106
F -6.876 -2.218 -0.116 0.137
C -5.730 -2.697 0.389 -0.604
F -6.064 -3.335 1.524 0.131
F -5.313 -3.645 -0.468 0.129
C -4.721 -1.612 0.616 -0.132
C -5.014 -0.291 0.287 0.027
C -4.048 0.684 0.488 -0.034
C -2.833 0.319 1.033 -0.104
N -2.554 -0.943 1.363 -0.087
C -3.456 -1.912 1.126 -0.757
S -2.863 -3.490 1.481 0.659
H -5.980 -0.046 -0.125 0.127
H -4.227 1.711 0.221 0.109
H -2.057 1.048 1.223 0.108
C 5.900 1.532 0.286 -0.084
C 5.122 1.202 1.381 -0.077
C 3.762 1.021 1.223 -0.110
C 3.132 1.183 -0.012 -0.202
C 3.932 1.535 -1.095 -0.089
C 5.300 1.704 -0.948 -0.082
Si 1.234 1.013 -0.043 0.652
C 0.240 2.209 -1.119 -0.212
C -0.984 1.839 -1.673 -0.081
C -1.787 2.773 -2.302 -0.069
C -1.390 4.097 -2.383 -0.082
C -0.165 4.476 -1.860 -0.083
C 0.641 3.538 -1.243 -0.098
C 0.802 1.526 1.745 -0.224
C 1.249 2.767 2.200 -0.091
C 0.986 3.195 3.487 -0.071
C 0.247 2.398 4.346 -0.079
C -0.210 1.163 3.917 -0.073
C 0.085 0.742 2.632 -0.144
H 6.967 1.661 0.394 0.103
H 5.571 1.087 2.356 0.105
H 3.167 0.765 2.085 0.087
H 3.487 1.696 -2.065 0.098
H 5.904 1.972 -1.802 0.104
H -1.323 0.814 -1.609 0.089
H -2.734 2.461 -2.715 0.108
H -2.036 4.828 -2.847 0.103
H 0.155 5.505 -1.928 0.102
H 1.598 3.832 -0.836 0.096
H 1.830 3.393 1.542 0.102
H 1.353 4.154 3.824 0.106
H 0.037 2.730 5.352 0.104
H -0.791 0.539 4.580 0.108
H -0.252 -0.262 2.305 -0.001
O 0.835 -0.561 -0.236 -0.111
C 0.119 -1.338 -1.094 -0.427
N -0.661 -2.224 -0.458 -0.284
S -2.078 -2.667 -1.247 0.882
O -1.313 -3.178 -2.639 -0.228
O -2.737 -1.419 -1.589 -0.388
C -0.553 -2.233 -3.255 -0.280
C -0.504 -2.228 -4.633 -0.014
C 0.317 -1.336 -5.307 -0.092
C 1.082 -0.421 -4.587 -0.092
C 1.023 -0.390 -3.216 -0.031
C 0.202 -1.289 -2.493 -0.118
H -1.093 -2.957 -5.168 0.118
H 0.367 -1.370 -6.383 0.095
H 1.732 0.258 -5.120 0.101
H 1.629 0.309 -2.662 0.077
```

* ΔE to the lowest compared entry with this formula, charge and spin: 0.00 kJ/mol
* spin multiplicity: 6
* DFT total energy: -87429.469 eV
* expectation value of S²: 8.80
* F_max: 1.77 eV/Å
* gap between HOMO and LUMO (spin up / spin down): 5.729 / 6.024 eV
* LUMO level (spin up / spin down): 0.3 / -1.9 eV

---

# 2
A single C3H5N3 molecule at a distorted geometry, computed with ωB97M-V/def2-TZVPD.

The geometry in XYZ format:
```
11
Properties=species:S:1:pos:R:3:lowdin_charge:R:1
N -1.676 1.586 -0.163 0.149
C -0.619 0.824 0.024 -0.581
C -0.598 -0.706 0.066 -0.175
N 0.702 -1.282 -0.165 -0.003
C 1.695 -0.526 -0.197 -0.034
N 0.435 1.524 0.336 0.217
H -2.513 1.051 0.089 0.054
H -0.953 -1.052 1.044 0.127
H -1.303 -1.073 -0.688 0.120
H 2.713 -0.883 -0.350 0.087
H 1.609 0.611 -0.072 0.040
```

* ΔE to the lowest compared entry with this formula, charge and spin: 494.78 kJ/mol
* DFT total energy: -7657.328 eV
* F_max: 1.28 eV/Å
* gap between HOMO and LUMO (spin up / spin down): 7.292 / 8.854 eV
* LUMO level (spin up / spin down): -1.7 / -1.0 eV

---

- Which of these has the highest DFT total energy?
  C3H5N3